Record 1
The following is a DFT calculation (the ωB97M-V functional and the def2-TZVPD basis) of a cluster of 2 separate species, C3HO4 in total in a non-equilibrium geometry.

Results
E_tot: -11311.823 eV
2S+1: 3
HOMO level (spin up / spin down): -0.0880 / -0.1894 hartree
relative energy (zero: lowest compared OMol25 entry of this formula, charge and spin): 3.088 eV
charge: -1

Geometry as XYZ:
```
8
Properties=species:S:1:pos:R:3:nbo_charge:R:1
C -0.2803 -1.1710 -0.2980 0.686
C 0.7026 1.3207 -0.1408 0.797
C -0.2932 0.0478 0.4728 -0.067
O 0.2777 1.8797 -1.0919 -0.645
O -0.4072 -1.9817 -1.1516 -0.598
O 1.7450 1.2148 0.4011 -0.635
O 0.2560 -1.2005 0.9390 -0.461
H -2.0006 -0.1098 0.8694 -0.076
```



Record 2
The following is a DFT calculation (the ωB97M-V functional and the def2-TZVPD basis) of an isolated molecule of C18H18N6O2S in a non-equilibrium geometry.

Results
E_tot: -42829.326 eV
2S+1: 1
SMILES: CCCn1c(=O)c2ccccc2n2c(SCC(=O)/C(C#N)=C(\C)N)nnc12
HOMO level: -0.2987 hartree
relative energy (zero: lowest compared OMol25 entry of this formula, charge and spin): 0.952 eV
charge: 0

Geometry as XYZ:
```
45
Properties=species:S:1:pos:R:3:nbo_charge:R:1
C 0.0088 4.3853 -2.6526 -0.604
C 0.6377 3.2896 -1.8041 -0.408
C 0.9226 2.0400 -2.6382 -0.218
N 1.3292 0.9358 -1.7852 -0.416
C 0.3642 0.1173 -1.3052 0.537
N -0.9072 0.1423 -1.6067 -0.363
N -1.5017 -0.8366 -0.8983 -0.304
C -0.6024 -1.4317 -0.1690 0.153
N 0.6401 -0.8805 -0.3995 -0.395
C 1.9268 -1.1054 0.0633 0.264
C 2.2485 -2.1268 0.9504 -0.248
C 3.5558 -2.2790 1.3697 -0.164
C 4.5528 -1.4295 0.9084 -0.224
C 4.2390 -0.4252 0.0176 -0.125
C 2.9271 -0.2504 -0.4200 -0.202
C 2.6450 0.8385 -1.3727 0.679
O 3.4891 1.5968 -1.8000 -0.594
H 4.9895 0.2491 -0.3658 0.244
H 5.5702 -1.5583 1.2436 0.221
H 3.7977 -3.0709 2.0618 0.221
H 1.4812 -2.7940 1.3080 0.230
S -0.9769 -2.6457 1.0203 0.291
C -2.6564 -2.0820 1.4928 -0.608
C -2.4624 -0.7699 2.2427 0.576
O -2.1804 -0.7548 3.4162 -0.510
C -2.4722 0.4287 1.3744 -0.451
C -3.4522 0.7624 0.4799 0.392
N -3.2978 1.7914 -0.3795 -0.762
H -3.9794 1.9084 -1.1095 0.396
H -2.3614 2.1026 -0.5858 0.417
C -4.7985 0.1126 0.4716 -0.673
H -4.9517 -0.5104 1.3474 0.232
H -4.9098 -0.4930 -0.4279 0.239
H -5.5700 0.8816 0.4540 0.239
C -1.2726 1.1555 1.3899 0.316
N -0.2626 1.7029 1.3230 -0.378
H -3.0331 -2.8617 2.1534 0.253
H -3.2323 -1.9987 0.5770 0.248
H 0.0285 1.7215 -3.1767 0.225
H 1.7393 2.2307 -3.3377 0.230
H 1.5745 3.6443 -1.3724 0.218
H -0.0262 3.0210 -0.9790 0.210
H -0.1882 5.2652 -2.0459 0.216
H -0.9302 4.0453 -3.0846 0.197
H 0.6765 4.6687 -3.4626 0.205
```



Record 3
The following is a DFT calculation (the ωB97M-V functional and the def2-TZVPD basis) of the ion C3H7O2 with charge -1 in a non-equilibrium geometry.

Results
E_tot: -7318.502 eV
2S+1: 1
SMILES: [O-]CCCO
HOMO level: -0.0818 hartree
relative energy (zero: lowest compared OMol25 entry of this formula, charge and spin): 2.450 eV
charge: -1

Geometry as XYZ:
```
12
Properties=species:S:1:pos:R:3:nbo_charge:R:1
C 0.1108 -0.0878 -0.3566 -0.475
C 0.5074 -0.9668 0.8054 -0.067
O 1.9517 -0.9651 0.9875 -0.752
C -1.1963 0.7392 -0.2486 0.010
O -1.5599 1.3765 -1.3655 -0.945
H 0.1738 -0.6124 -1.3162 0.194
H 0.8731 0.6962 -0.5751 0.167
H 0.0193 -0.7207 1.7467 0.151
H 0.2712 -2.0063 0.5730 0.157
H 2.2140 -0.0934 0.6921 0.459
H -1.9830 -0.0258 0.0404 0.046
H -1.1145 1.2954 0.7274 0.056
```



Record 4
The following is a DFT calculation (the ωB97M-V functional and the def2-TZVPD basis) of a cluster of 4 separate species, C4H15N2O2 in total in a non-equilibrium geometry.

Results
E_tot: -11452.388 eV
2S+1: 1
HOMO level: -0.5328 hartree
relative energy (zero: lowest compared OMol25 entry of this formula, charge and spin): 8.870 eV
charge: +1

Geometry as XYZ:
```
23
Properties=species:S:1:pos:R:3:nbo_charge:R:1
C 2.3459 1.2560 -0.6586 -0.613
C 2.6009 0.0680 0.2702 -0.423
C 1.3559 -0.7561 0.6068 -0.270
N -0.9491 -1.8326 1.7169 -0.493
C -0.9397 -0.5854 1.4884 0.209
N 0.1753 0.0192 0.9431 -0.292
H 1.5218 1.8719 -0.2802 0.166
H 3.1750 1.9552 -0.6115 0.247
H 2.0308 0.9212 -1.6288 0.242
H 3.2237 0.3317 1.1221 0.238
H 3.2246 -0.6563 -0.2477 0.239
H 1.5538 -1.3205 1.5161 0.272
H 1.0385 -1.4477 -0.1841 0.302
H -1.8402 -2.1080 2.1295 0.382
H -1.8274 0.4008 -1.0524 0.135
H -1.7136 0.1362 1.7622 0.205
H -0.0102 0.8852 0.4327 0.435
H -4.0171 0.4812 -0.2311 0.441
H -5.4562 0.9164 -0.4908 0.483
O -4.9301 0.2804 0.0069 -0.914
H -0.2244 -0.5555 -2.9203 0.499
H -0.5462 0.0534 -1.6083 0.391
O 0.2080 -0.3148 -2.0810 -0.879
```



Record 5
The following is a DFT calculation (the ωB97M-V functional and the def2-TZVPD basis) of an isolated molecule of C22H24N2O5S in a non-equilibrium geometry.

Results
E_tot: -47235.638 eV
2S+1: 1
SMILES: COc1ccc2cc(CN(C[C@H]3CCCO3)S(=O)(=O)c3ccccc3)c(=O)[nH]c2c1
HOMO level: -0.2760 hartree
relative energy (zero: lowest compared OMol25 entry of this formula, charge and spin): 22.062 eV
charge: 0

Geometry as XYZ:
```
54
Properties=species:S:1:pos:R:3:nbo_charge:R:1
C -6.8474 -0.3425 -0.5182 -0.268
H -6.3066 -1.3546 -0.5768 0.193
O -6.1317 0.6039 0.3092 -0.476
C -4.9134 0.7472 0.1933 0.440
C -4.1135 0.0850 -0.9125 -0.382
C -2.8408 0.5162 -0.7209 0.259
N -2.0378 -0.0310 -1.5580 -0.594
C -0.6088 0.3341 -1.9271 0.669
O 0.0057 -0.1949 -2.7839 -0.579
C -0.0115 1.1557 -0.7898 -0.154
C -0.9158 1.9532 0.1717 -0.054
C -2.3574 1.5690 0.0948 -0.197
C -3.0925 1.8041 1.0641 -0.076
C -4.4198 1.7363 1.2298 -0.334
H -5.1230 2.0170 1.8146 0.214
H -2.7830 2.6176 2.0522 0.179
H -0.4025 2.2343 0.9657 0.213
C 1.3995 1.3434 -0.7139 -0.254
N 2.1827 0.2689 -0.4603 -0.643
S 1.5917 -0.4108 1.1858 2.206
O 2.5681 -1.4106 1.3983 -0.923
O 1.1594 0.7017 2.1270 -0.913
C 0.1271 -1.2668 0.7395 -0.352
C -1.0707 -1.1484 1.6137 -0.130
C -2.1478 -1.7590 0.8980 -0.208
C -2.0409 -2.8124 0.0816 -0.231
C -0.9583 -3.2064 -0.6541 -0.132
C 0.2077 -2.1318 -0.3850 -0.135
H 0.9996 -2.4498 -0.8086 0.192
H -0.9205 -3.7713 -1.3932 0.184
H -3.0006 -3.2943 -0.1937 0.205
H -3.0756 -1.8140 1.5953 0.221
H -0.9556 -0.4430 2.2668 0.224
C 3.3027 -0.3473 -1.0237 -0.201
H 3.1383 -0.4556 -2.0689 0.207
C 4.5002 1.0118 -0.7631 0.113
C 4.7216 1.1280 0.5198 -0.450
H 4.4645 2.1785 1.1959 0.212
C 6.1567 0.8345 0.9209 -0.407
H 6.2581 0.4891 1.9777 0.217
C 6.5161 -0.2739 -0.0713 -0.024
H 7.3371 -0.1654 -0.3172 0.143
H 6.0052 -1.2476 0.0829 0.185
O 5.6238 0.1491 -1.2904 -0.579
H 6.6860 1.7416 0.6981 0.201
H 4.2199 0.4163 1.2945 0.233
H 4.3173 1.6036 -1.3376 0.138
H 3.7509 -1.3047 -0.4907 0.262
H 1.7904 1.7134 -1.9173 0.204
H 1.5842 2.2826 -0.0719 0.201
H -2.3031 -0.4832 -2.4705 0.407
H -4.4851 -0.3649 -1.5710 0.178
H -6.6359 0.1205 -1.7172 0.177
H -7.8796 -0.4828 -0.2159 0.218
```



- E_tot of number 2 (C18H18N6O2S)?
  -42829.326 eV